# 1
This record from the Open Molecules 2025 dataset describes C14H23AlBr12F3NO6P as an isolated structure. The level of theory is the ωB97M-V functional and the def2-TZVPD basis.

The geometry in XYZ format:
```
61
C14H23AlBr12F3NO6P | the Open Molecules 2025 dataset | the ωB97M-V functional and the def2-TZVPD basis
C 0.117 1.761 2.203
C 1.645 2.214 1.818
O 2.201 1.577 0.614
C 2.622 0.188 0.859
C 2.468 -0.614 -0.598
O 1.281 -1.529 -0.516
C 0.168 -0.674 -0.978
Al -1.698 -1.507 -0.795
C -3.020 -0.181 -1.684
C -2.798 1.394 -1.165
O -3.421 1.701 -0.011
O -2.036 2.408 -1.910
C -1.153 3.200 -1.041
C -1.605 4.359 0.027
O 0.182 2.986 -1.169
P -2.425 -1.801 1.397
N -3.939 -0.830 1.646
O -1.233 -1.189 2.533
C -1.657 -3.361 -1.672
F -2.449 -3.482 -2.923
F -0.216 -3.780 -1.845
F -2.231 -4.352 -0.698
H -0.397 2.714 2.706
H -0.564 1.475 1.295
H 0.180 0.947 3.041
H 2.311 2.005 2.774
H 1.668 3.379 1.628
H 1.996 -0.346 1.691
H 3.764 0.142 1.122
H 2.328 0.146 -1.508
H 3.431 -1.242 -0.854
H 0.144 0.366 -0.443
H 0.322 -0.442 -2.137
H -4.157 -0.479 -1.517
H -2.797 -0.181 -2.841
H -0.878 4.319 0.966
H -1.485 5.411 -0.481
H -2.702 4.206 0.457
H -4.588 -1.443 2.206
H -4.424 -0.681 0.714
H -0.693 -1.984 2.871
C 1.147 0.697 -5.008
Br 2.036 2.240 -5.792
Br 2.423 -0.626 -4.370
Br -0.113 1.215 -3.620
H 0.567 0.222 -5.806
C -2.616 -8.018 -1.194
Br -3.600 -8.424 -2.822
Br -3.801 -7.478 0.252
Br -1.452 -9.485 -0.666
H -1.971 -7.162 -1.415
C 1.563 0.233 5.983
Br 1.552 -1.307 4.794
Br 2.661 1.678 5.284
Br -0.238 0.832 6.407
H 2.022 -0.092 6.922
C 5.184 3.830 -0.972
Br 4.200 3.424 -2.600
Br 3.999 4.370 0.474
Br 6.348 2.363 -0.444
H 5.829 4.687 -1.193
```

Output
- E: -893208.1387 eV
- Gap between HOMO and LUMO: 5.54 eV
- Multiplicity: 1
- Net charge: -1

# 2
This record from the Open Molecules 2025 dataset describes C14H23BF11NO12S2Zr as an isolated structure. The level of theory is the ωB97M-V functional and the def2-TZVPD basis.

The geometry in XYZ format:
```
65
C14H23BF11NO12S2Zr | the Open Molecules 2025 dataset | the ωB97M-V functional and the def2-TZVPD basis
Zr 20.501 14.877 -6.722
N 20.865 16.256 -5.198
S 20.721 16.042 -3.590
O 19.449 16.304 -3.035
O 21.901 15.992 -2.793
F 20.638 14.412 -3.726
S 21.222 17.931 -5.053
O 22.563 18.204 -4.701
O 20.173 18.754 -4.577
F 21.174 18.168 -6.611
B 19.048 13.293 -6.069
H 19.188 14.149 -5.299
H 20.106 12.865 -6.231
H 18.216 12.488 -5.813
H 18.871 13.843 -7.077
O 19.971 16.188 -8.289
C 20.019 15.614 -9.583
C 20.970 14.379 -9.656
O 21.294 13.864 -8.397
H 20.208 16.362 -10.356
H 19.002 15.220 -9.753
H 21.807 14.863 -10.198
H 20.668 13.566 -10.323
C 24.955 19.698 -8.328
C 24.211 18.599 -7.636
O 24.804 17.318 -7.921
C 24.086 16.247 -7.768
O 23.017 16.132 -7.233
C 24.849 15.019 -8.301
F 26.158 15.088 -8.040
F 24.373 13.902 -7.749
F 24.678 14.922 -9.628
H 26.011 19.749 -8.060
H 24.538 20.669 -8.064
H 24.879 19.567 -9.409
H 23.139 18.598 -7.838
H 24.183 18.731 -6.550
C 25.742 14.528 -4.631
C 24.266 14.552 -4.191
O 23.805 13.175 -4.298
C 22.964 12.855 -5.212
O 22.133 13.571 -5.710
C 22.956 11.342 -5.560
F 21.864 10.817 -4.989
F 22.908 11.138 -6.863
F 24.030 10.736 -5.051
H 26.313 13.963 -3.898
H 26.094 15.563 -4.606
H 25.830 14.146 -5.643
H 23.735 15.185 -4.895
H 24.217 14.908 -3.172
C 16.096 19.210 -8.160
C 16.881 18.026 -7.630
O 16.108 17.284 -6.680
C 16.790 16.431 -5.953
O 17.918 16.098 -6.162
C 15.977 15.928 -4.739
F 15.992 14.582 -4.744
F 16.555 16.347 -3.615
F 14.711 16.312 -4.756
H 15.746 19.789 -7.298
H 15.198 18.941 -8.714
H 16.762 19.866 -8.714
H 17.759 18.441 -7.124
H 17.306 17.431 -8.440
```

Output
- E: -94471.0284 eV
- Gap between HOMO and LUMO: 8.26 eV
- Energy relative to the best compared isomer or geometry (same formula, charge and spin): 45.8 kJ/mol
- Multiplicity: 1

# 3
This record from the Open Molecules 2025 dataset describes C14H23CuF4N3O6P2 as an isolated structure. The level of theory is the ωB97M-V functional and the def2-TZVPD basis.

The geometry in XYZ format:
```
53
C14H23CuF4N3O6P2 | the Open Molecules 2025 dataset | the ωB97M-V functional and the def2-TZVPD basis
Cu 0.107 -0.401 0.367
C -2.832 0.826 1.760
C -3.109 0.324 0.350
N -2.230 0.899 -0.663
C -2.400 2.331 -0.840
C -1.185 2.967 -1.498
C -2.285 0.152 -1.922
C -0.994 -0.621 -2.192
N -0.578 -1.446 -1.069
C -0.927 -2.738 -0.982
C -0.394 -3.526 0.078
F 0.429 -2.927 0.964
C -0.664 -4.856 0.251
F -0.087 -5.500 1.286
C -1.498 -5.564 -0.603
C -2.050 -4.830 -1.629
F -2.895 -5.436 -2.492
C -1.797 -3.486 -1.819
F -2.474 -2.888 -2.838
H -3.388 0.224 2.481
H -3.137 1.863 1.903
H -1.769 0.751 1.993
H -4.171 0.492 0.089
H -2.946 -0.755 0.326
H -2.535 2.784 0.141
H -3.312 2.555 -1.424
H -0.306 2.829 -0.867
H -1.341 4.037 -1.647
H -0.973 2.523 -2.472
H -2.459 0.842 -2.757
H -3.133 -0.541 -1.911
H -0.201 0.114 -2.371
H -1.100 -1.185 -3.120
H -1.702 -6.614 -0.469
N 4.706 1.462 2.029
C 3.331 1.645 1.502
C 3.003 3.134 1.456
P 2.061 0.763 2.514
O 2.645 -0.734 2.571
O 2.017 1.356 3.864
O 0.808 0.791 1.638
P 3.414 0.933 -0.171
O 2.311 1.594 -1.107
O 4.723 1.620 -0.772
O 3.402 -0.544 -0.157
H 4.820 0.489 2.303
H 4.778 1.997 2.890
H 5.336 1.723 -0.019
H 3.006 3.528 2.474
H 2.011 3.293 1.035
H 3.735 3.677 0.855
H 2.771 -1.075 1.662
H 1.457 1.145 -0.969
```

Output
- E: -105742.4742 eV
- Gap between HOMO and LUMO: 7.43 eV
- Energy relative to the best compared isomer or geometry (same formula, charge and spin): 0.0 kJ/mol
- Multiplicity: 1
- Net charge: -1

# 4
This record from the Open Molecules 2025 dataset describes C14H23F3I3N3O9P as an isolated structure. The level of theory is the ωB97M-V functional and the def2-TZVPD basis.

The geometry in XYZ format:
```
56
C14H23F3I3N3O9P | the Open Molecules 2025 dataset | the ωB97M-V functional and the def2-TZVPD basis
C -3.887 0.890 0.258
C -3.800 -0.202 -0.781
I -5.313 -0.013 -2.207
C -2.894 -1.188 -0.812
I -2.993 -2.612 -2.357
C -1.890 -1.356 0.352
P -0.551 0.045 0.599
O -1.071 1.185 -0.431
I -1.268 0.983 2.722
N -2.795 -1.652 1.542
C -3.046 -2.994 1.255
N -4.217 -3.538 1.369
O -5.236 -2.902 2.014
N -2.014 -3.714 0.685
C -1.002 -2.639 0.393
C -0.081 -2.939 -0.802
O -0.061 -1.741 -1.579
C 0.815 -1.614 -2.610
F 0.171 -1.126 -3.658
F 1.392 -2.760 -2.940
F 1.756 -0.732 -2.274
H -4.816 1.448 0.163
H -3.844 0.469 1.264
H -3.063 1.597 0.134
H -0.452 1.300 -1.170
H -2.249 -1.633 2.414
H -4.383 -4.488 1.048
H -5.864 -2.631 1.321
H -1.672 -4.424 1.331
H -0.372 -2.537 1.287
H 0.928 -3.164 -0.444
H -0.450 -3.784 -1.387
C 4.851 -1.632 3.424
O 4.684 -0.330 3.994
C 3.466 0.185 3.870
O 2.524 -0.347 3.331
O 3.459 1.388 4.439
C 2.200 2.061 4.374
H 5.886 -1.900 3.611
H 4.184 -2.346 3.904
H 4.654 -1.608 2.354
H 1.435 1.482 4.889
H 1.905 2.212 3.337
H 2.338 3.019 4.865
C 1.121 6.042 -3.427
O 1.830 5.050 -4.180
C 1.873 3.849 -3.619
O 1.367 3.539 -2.565
O 2.557 3.028 -4.416
C 2.726 1.718 -3.871
H 1.182 6.950 -4.017
H 0.082 5.746 -3.292
H 1.588 6.188 -2.455
H 1.752 1.281 -3.661
H 3.317 1.757 -2.957
H 3.241 1.138 -4.630
```

Output
- E: -79523.9028 eV
- Gap between HOMO and LUMO: 7.90 eV
- Multiplicity: 1
- Net charge: +1

# 5
This record from the Open Molecules 2025 dataset describes one molecule with the formula C14H23F3N4O4. The level of theory is the ωB97M-V functional and the def2-TZVPD basis.

The geometry in XYZ format:
```
48
C14H23F3N4O4 | the Open Molecules 2025 dataset | the ωB97M-V functional and the def2-TZVPD basis
C -3.489 0.735 0.981
C -2.583 0.486 2.139
N -1.204 0.636 1.757
C -0.538 -0.424 1.139
O -0.821 -1.558 1.449
N 0.456 -0.205 0.186
C 0.431 0.921 -0.771
C 1.333 0.466 -1.929
C 1.957 1.631 -2.640
O 1.375 2.726 -2.655
O 3.113 1.417 -3.374
C 2.324 -0.484 -1.284
N 3.522 0.173 -0.838
C 1.597 -1.057 -0.055
C 1.295 -2.552 -0.243
N 0.061 -2.632 -1.002
C -0.196 -3.429 -2.115
O 0.802 -4.081 -2.499
C -1.578 -3.419 -2.858
F -1.624 -4.282 -3.875
F -1.799 -2.162 -3.336
F -2.567 -3.678 -1.985
C -0.406 1.755 2.243
C -1.089 3.069 1.968
C -0.104 1.651 3.752
H -4.530 0.566 1.287
H -3.265 0.012 0.177
H -3.393 1.780 0.667
H -2.734 -0.545 2.492
H -2.859 1.110 2.970
H -0.593 1.070 -1.127
H 0.801 1.841 -0.324
H 0.749 -0.139 -2.635
H 3.216 2.331 -3.712
H 2.596 -1.293 -1.984
H 4.009 -0.459 -0.206
H 4.155 0.409 -1.617
H 2.291 -0.985 0.767
H 1.163 -3.036 0.736
H 2.146 -3.069 -0.728
H -0.729 -2.142 -0.610
H 0.587 1.785 1.769
H -1.423 3.185 0.963
H -0.417 3.892 2.129
H -1.986 3.196 2.542
H -1.058 1.547 4.315
H 0.512 2.493 4.068
H 0.493 0.749 3.903
```

Output
- SMILES string: CCN(C(=O)N1C[C@@H](C(=O)O)[C@@H](N)[C@@H]1CNC(=O)C(F)(F)F)C(C)C
- E: -37195.0995 eV
- Gap between HOMO and LUMO: 9.63 eV
- Multiplicity: 1

# 6
This record from the Open Molecules 2025 dataset describes C14H23F3NPRe as an isolated structure. The level of theory is the ωB97M-V functional and the def2-TZVPD basis.

The geometry in XYZ format:
```
43
C14H23F3NPRe | the Open Molecules 2025 dataset | the ωB97M-V functional and the def2-TZVPD basis
C 0.411 3.038 -1.976
C -0.837 2.541 -1.624
C -1.006 1.529 -0.669
C 0.149 1.047 -0.018
C 1.443 1.563 -0.356
C 1.552 2.553 -1.327
C -2.387 1.073 -0.347
C -2.591 -0.406 0.036
N -2.594 -1.324 -1.042
Re -0.032 -0.086 1.682
C 2.624 0.940 0.306
P 1.958 -0.732 0.961
H -1.743 2.901 -2.124
H 2.549 2.900 -1.599
H 0.507 3.814 -2.742
H 3.021 1.512 1.167
H 3.461 0.744 -0.376
H -2.768 1.632 0.525
H -3.037 1.317 -1.200
H -1.859 -0.693 0.865
C 3.309 -1.564 1.796
C 2.019 -1.604 -0.678
H -3.596 -0.515 0.493
C -1.574 -1.332 -2.047
C -3.254 -2.585 -0.849
H 0.772 -0.721 2.993
H -1.946 -1.922 -2.900
H -1.333 -0.327 -2.393
H -0.635 -1.801 -1.706
H -3.469 -3.042 -1.822
H -2.641 -3.291 -0.268
H -4.189 -2.426 -0.307
H 3.062 -1.614 -1.035
H 1.656 -2.628 -0.531
H 1.381 -1.104 -1.420
H 4.232 -1.481 1.209
H 3.443 -1.136 2.792
H 3.025 -2.616 1.901
H -0.633 -1.637 1.704
F 0.431 2.757 2.301
C 0.339 1.545 2.985
F 1.490 1.470 3.762
F -0.711 1.716 3.877
```

Output
- E: -35930.7962 eV
- Gap between HOMO and LUMO (alpha / beta): 6.41 / 5.13 eV
- Multiplicity: 4
- Net charge: +2

# 7
This record from the Open Molecules 2025 dataset describes an isolated ion of composition C14H23FNO2 and charge +1. The level of theory is the ωB97M-V functional and the def2-TZVPD basis.

The geometry in XYZ format:
```
41
C14H23FNO2 | the Open Molecules 2025 dataset | the ωB97M-V functional and the def2-TZVPD basis
C 3.497 -0.769 0.714
C 2.349 -0.641 1.763
O 1.082 -0.800 1.109
C 0.325 0.391 0.977
C 0.235 0.754 -0.509
C 1.142 1.671 -1.044
C 2.205 2.391 -0.236
C 1.464 3.492 0.637
N 1.077 1.986 -2.338
C 0.179 1.454 -3.189
C -0.730 0.576 -2.697
F -1.619 0.097 -3.567
C -0.746 0.183 -1.340
C -1.844 -0.791 -0.927
C -1.413 -1.987 -0.041
C -2.686 -2.883 0.170
C -3.588 -2.144 1.192
O -4.252 -3.071 2.051
H 3.049 -0.570 -0.273
H 3.874 -1.796 0.687
H 4.297 -0.042 0.920
H 2.450 -1.507 2.436
H 2.419 0.250 2.403
H 0.746 1.255 1.508
H -0.676 0.221 1.403
H 2.768 1.735 0.430
H 2.853 2.950 -0.922
H 0.384 3.457 0.415
H 1.564 3.313 1.713
H 1.775 4.504 0.349
H 1.732 2.653 -2.734
H 0.159 1.737 -4.241
H -2.694 -0.219 -0.515
H -2.228 -1.229 -1.863
H -0.636 -2.568 -0.560
H -1.083 -1.717 0.963
H -2.342 -3.825 0.613
H -3.236 -3.019 -0.769
H -4.301 -1.472 0.674
H -2.983 -1.480 1.843
H -4.568 -2.542 2.794
```

Output
- SMILES string: CCOCc1c(CC)[nH+]cc(F)c1CCCCO
- E: -23186.3549 eV
- Gap between HOMO and LUMO: 8.36 eV
- Energy relative to the best compared isomer or geometry (same formula, charge and spin): 104.5 kJ/mol
- Multiplicity: 1
- Net charge: +1

# 8
This record from the Open Molecules 2025 dataset describes one molecule with the formula C14H23N3O2S. The level of theory is the ωB97M-V functional and the def2-TZVPD basis.

The geometry in XYZ format:
```
43
C14H23N3O2S | the Open Molecules 2025 dataset | the ωB97M-V functional and the def2-TZVPD basis
C 7.249 0.404 -1.058
C 6.189 -0.382 -1.062
C 4.877 -0.020 -1.682
C 3.792 0.266 -0.634
C 3.383 -0.977 0.154
C 2.310 -0.697 1.207
C 0.941 -0.373 0.611
C -0.113 -0.192 1.702
C -1.526 0.002 1.156
C -1.696 1.328 0.412
C -3.103 1.545 0.001
N -4.056 0.635 -0.032
C -5.150 1.305 -0.489
S -6.689 0.547 -0.737
C -6.449 -1.006 0.209
C -5.710 -2.096 -0.574
O -6.274 -3.074 -0.975
O -4.414 -1.896 -0.742
N -4.916 2.575 -0.731
N -3.613 2.718 -0.418
H 8.176 0.114 -0.594
H 7.235 1.376 -1.525
H 6.236 -1.354 -0.589
H 4.540 -0.838 -2.324
H 5.007 0.870 -2.303
H 2.921 0.672 -1.151
H 4.159 1.029 0.057
H 3.019 -1.741 -0.537
H 4.262 -1.378 0.662
H 2.210 -1.579 1.844
H 2.634 0.131 1.841
H 1.013 0.537 0.015
H 0.636 -1.187 -0.051
H -0.113 -1.080 2.338
H 0.157 0.660 2.330
H -2.236 -0.024 1.985
H -1.774 -0.820 0.483
H -1.378 2.161 1.046
H -1.071 1.336 -0.485
H -7.456 -1.355 0.433
H -5.917 -0.756 1.127
H -4.127 -1.002 -0.401
H -3.167 3.616 -0.518
```

Output
- SMILES string: C=CCCCCCCCCc1nc(SCC(=O)O)n[nH]1
- E: -34292.0918 eV
- Gap between HOMO and LUMO: 9.27 eV
- Energy relative to the best compared isomer or geometry (same formula, charge and spin): 42.5 kJ/mol
- Multiplicity: 1